# 1
Entry from the Open Molecules 2025 dataset: a structure of composition C16H19InOSSe4 in a non-equilibrium geometry (the ωB97M-V functional and the def2-TZVPD basis).

Geometry as ORCA input:
```
! wB97M-V def2-TZVPD RIJCOSX def2/J DEFGRID3
* xyz -2 1
C -4.4016 0.5871 0.3630
C -3.0037 3.1641 -1.0901
H -1.8646 4.9044 -0.4800
H -0.9317 2.6778 -0.6502
C 3.6515 1.0972 0.8442
C -2.7826 4.5445 -0.9292
Se 3.6710 -2.9205 0.2916
H 3.8667 1.2293 1.9071
O 1.6997 1.4338 -0.9537
C -3.1215 -1.3322 -0.3644
H -0.3096 1.7384 0.3886
C 1.9899 3.1958 1.0378
H 2.7256 3.7273 0.4297
S 1.9071 1.4609 0.5317
C -5.4267 -1.6053 0.3222
H -4.4927 1.6359 0.6056
H -4.3932 1.7014 -1.9093
H -6.2845 -2.2426 0.4936
H -2.2133 -1.7916 -0.7289
In 0.0000 0.0000 0.0000
C -4.1994 2.7436 -1.7088
H -1.4013 -1.0735 -0.3907
H 4.2835 1.7598 0.2481
Se 0.3609 -2.4424 -0.5682
C -5.1583 3.6782 -2.1122
H -6.4309 0.1849 0.9607
C -1.9210 2.2284 -0.6659
H -3.5651 6.5333 -1.1924
Se 1.9049 -4.2538 -0.6070
C -4.9344 5.0419 -1.9186
Se 2.2987 -0.9797 0.4178
H -6.0730 3.3439 -2.5848
H -5.6771 5.7634 -2.2337
H -4.1652 -3.2157 -0.3387
H 2.2629 3.2548 2.0940
C -1.9785 0.9116 -0.3407
C -3.7447 5.4752 -1.3322
H 1.0058 3.6479 0.8933
C -3.1919 0.0566 -0.1331
C -4.2324 -2.1527 -0.1461
C -5.5094 -0.2375 0.5815
H 3.8466 0.0599 0.5622
*
```

Computed properties:
Energy above the lowest of the compared OMol25 structures with the same formula, charge and spin   7.343 eV
Highest occupied orbital energy (alpha / beta)   0.9 / 0.9 eV
E_LUMO (alpha / beta)   0.1604 / 0.1604 hartree
E_tot   -296330.00958 eV
Frontier orbital gap (alpha / beta)   3.4 / 3.5 eV

***

# 2
Entry from the Open Molecules 2025 dataset: the molecule C4H10O2 (the ωB97M-V functional and the def2-TZVPD basis).

Geometry as ORCA input:
```
! wB97M-V def2-TZVPD RIJCOSX def2/J DEFGRID3
* xyz 0 1
H -2.2847 1.5696 -0.5651
H -2.3862 -0.1927 -0.8107
H -0.0099 -0.5356 -1.0905
C 2.4147 -0.6831 -0.4123
H 3.1836 -1.0700 0.2605
H 0.4494 1.1816 -0.8976
H -3.0363 0.5319 0.6676
H -0.6827 1.2782 1.2737
O 1.3839 -0.1593 0.3872
C 0.2515 0.2429 -0.3548
C -2.2287 0.5963 -0.0668
C -0.8963 0.4041 0.6351
H 2.8580 0.0879 -1.0598
H 2.0478 -1.5034 -1.0480
H -0.0749 -0.9850 1.6571
O -0.9893 -0.7634 1.4246
*
```

Computed properties:
Energy above the lowest of the compared OMol25 structures with the same formula, charge and spin   0.977 eV
Highest occupied orbital energy   -10.1 eV
E_LUMO   0.0368 hartree
E_tot   -8404.56980 eV
Frontier orbital gap   11.1 eV
SMILES   COC[C@@H](C)O

***

# 3
Entry from the Open Molecules 2025 dataset: the molecule C4H5NO2 in a non-equilibrium geometry (the ωB97M-V functional and the def2-TZVPD basis).

Geometry as ORCA input:
```
! wB97M-V def2-TZVPD RIJCOSX def2/J DEFGRID3
* xyz 0 1
H -1.1072 -2.1576 0.4153
N -0.3160 -0.3263 -0.2343
C -1.3775 -1.0948 0.3077
H -1.2224 1.5666 0.2340
H 0.5300 0.3591 1.6615
C 0.6857 0.4280 0.5842
O -2.4413 -0.6303 0.6039
O 3.1320 -0.0107 -0.5370
C -0.3276 1.1391 -0.2124
C 1.9790 -0.1524 -0.6710
H 0.4847 -0.6925 -0.9862
H -0.0195 1.5719 -1.1658
*
```

Computed properties:
Energy above the lowest of the compared OMol25 structures with the same formula, charge and spin   4.739 eV
Highest occupied orbital energy   -8.1 eV
E_LUMO   0.0143 hartree
E_tot   -9809.57548 eV
Frontier orbital gap   8.5 eV

***

# 4
Entry from the Open Molecules 2025 dataset: a cluster of 2 separate species, C11H15N in total in a non-equilibrium geometry (the ωB97M-V functional and the def2-TZVPD basis).

Geometry as ORCA input:
```
! wB97M-V def2-TZVPD RIJCOSX def2/J DEFGRID3
* xyz 0 1
H 0.8254 -2.9493 2.9201
H 0.3141 -1.8803 -3.1604
C 0.2697 0.8911 -0.5687
C -0.9697 -0.3921 -2.2981
H 0.3084 3.6931 1.4981
H -2.8734 1.4900 -1.1838
H -0.9659 -3.4673 2.2166
C 0.8815 2.7291 1.1607
H 1.7185 3.0573 0.5074
C 0.0048 -3.0352 2.0299
H 2.3851 0.5240 -0.5387
C -0.9626 0.5713 -1.2479
H 1.2496 2.1197 1.9348
H 0.0107 -0.6344 2.2334
N -1.9982 1.2912 -0.7395
C 0.2421 -1.0359 -2.4197
C 1.4420 0.3610 -1.0504
C -0.1012 2.0312 0.3255
H -1.1933 -1.4777 1.1203
C 1.5120 -0.6713 -1.9366
C -1.4049 2.3428 0.0895
H -2.0131 3.1465 0.5657
H 2.4338 -1.2582 -2.0889
C -0.2128 -1.5304 1.5576
H 0.2991 -3.7015 1.3314
H 0.5859 -1.4088 0.6854
H -1.7875 -0.8061 -2.9437
*
```

Computed properties:
Energy above the lowest of the compared OMol25 structures with the same formula, charge and spin   2.343 eV
Highest occupied orbital energy   -8.1 eV
E_LUMO   0.0338 hartree
E_tot   -13138.44775 eV
Frontier orbital gap   9.0 eV
SMILES   Cc1c[nH]c2ccccc12.CC